Entry 1:
Below is C40H50BN11O3PbS4 as an isolated structure in a non-equilibrium geometry, with properties calculated with wB97M-V/def2-TZVPD.

- 2S+1: 1
- Net charge: 0
- HOMO energy: -7.59 eV
- LUMO: -0.403 eV
- Relative energy (zero: lowest compared OMol25 entry of this formula, charge and spin): 42.0 kcal per mole
- Orbital gap: 7.18 eV

Positions of all 110 atoms, in Å:
Pb -0.467 -3.324 -0.803
C 2.869 -0.814 -3.814
C 2.495 -0.499 -2.384
C 3.491 -0.312 -1.486
C 3.254 0.079 -0.149
N 2.078 0.370 0.167
N 1.019 0.235 -0.668
B -0.292 0.729 -0.002
N 0.184 2.085 0.816
N 0.757 3.209 0.559
C 1.175 3.937 1.605
C 1.155 3.403 2.920
C 0.589 2.193 3.140
C 0.412 1.576 4.493
C 0.057 1.533 2.032
S -0.808 0.088 1.811
C 1.932 5.194 1.328
C 2.177 5.526 -0.123
C 1.077 6.302 2.081
C 3.361 5.064 1.879
N -1.397 1.077 -0.978
N -1.039 2.112 -1.700
C -1.783 2.583 -2.666
C -3.030 1.935 -2.819
C -3.450 0.876 -2.016
C -4.735 0.178 -2.251
C -2.577 0.448 -1.036
S -2.980 -0.980 -0.217
C -1.196 3.661 -3.561
C -0.381 4.601 -2.643
C -2.342 4.394 -4.215
C -0.299 2.967 -4.587
C 1.103 -0.332 -1.980
S -0.178 -0.873 -2.931
C 4.369 0.198 0.919
C 4.650 1.714 0.974
C 5.544 -0.686 0.439
C 3.787 -0.313 2.232
H 3.887 -0.620 -4.018
H 2.168 -0.433 -4.566
H 2.796 -1.843 -3.954
H 4.520 -0.376 -1.833
H 1.574 3.901 3.802
H 0.450 0.525 4.315
H -0.557 1.887 4.946
H 1.239 1.961 5.045
H 1.284 5.823 -0.674
H 2.676 4.786 -0.594
H 2.816 6.379 -0.108
H 0.082 6.416 1.598
H 1.558 7.285 2.099
H 0.830 6.067 3.083
H 3.906 4.474 1.184
H 3.392 4.609 2.866
H 3.821 6.116 1.895
H -3.670 2.278 -3.651
H -5.399 0.770 -2.976
H -5.297 0.162 -1.290
H -4.515 -0.817 -2.566
H -0.895 4.947 -1.796
H -0.169 5.558 -3.161
H 0.578 4.137 -2.305
H -3.180 4.568 -3.581
H -2.766 3.812 -5.006
H -2.096 5.335 -4.762
H 0.502 2.420 -4.076
H 0.062 3.764 -5.334
H -0.795 2.195 -5.204
H 4.806 2.045 -0.066
H 5.503 1.938 1.634
H 3.751 2.161 1.341
H 6.289 -0.131 -0.116
H 5.357 -1.544 -0.166
H 6.081 -0.957 1.352
H 3.010 0.337 2.562
H 4.628 -0.333 2.902
H 3.348 -1.315 2.077
N -4.311 -4.543 -2.956
C -3.194 -4.553 -2.137
S -1.713 -4.161 -2.947
N -3.445 -4.899 -0.893
N -2.298 -5.048 -0.161
C -2.382 -5.122 1.132
C -3.788 -5.033 1.763
C -4.182 -3.791 2.083
C -5.531 -3.566 2.511
C -6.434 -4.629 2.498
C -6.029 -5.879 2.165
C -4.628 -6.117 1.784
C -1.104 -5.273 1.880
C -1.075 -5.365 3.264
C 0.153 -5.643 3.855
C 1.280 -5.641 3.114
C 1.162 -5.484 1.766
N 0.021 -5.253 1.160
H -4.376 -3.672 -3.496
H -5.185 -4.664 -2.445
H -3.512 -2.991 2.011
H -5.940 -2.627 2.657
H -7.494 -4.490 2.614
H -6.773 -6.750 2.062
H -4.293 -7.077 1.497
H -1.969 -5.406 3.840
H 0.357 -5.891 4.911
H 2.261 -5.791 3.679
H 2.037 -5.421 1.163
O 2.325 -2.980 0.261
N 2.588 -3.407 -0.881
O 3.703 -3.434 -1.353
O 1.616 -3.815 -1.665

Entry 2:
Below is C40H50BrFN6Tc as an isolated structure, with properties calculated with wB97M-V/def2-TZVPD.

- 2S+1: 4
- Net charge: +2
- HOMO energy (spin up / spin down): -13.48 / -13.48 eV
- LUMO (spin up / spin down): -6.116 / -7.354 eV
- Relative energy (zero: lowest compared OMol25 entry of this formula, charge and spin): 0.0 kcal per mole
- Orbital gap (spin up / spin down): 7.37 / 6.13 eV

Positions of all 99 atoms, in Å:
Tc -0.215 -1.206 -0.026
C -1.284 -1.684 1.921
C -1.312 -0.255 1.833
C 0.073 0.195 1.940
C 0.863 -0.976 2.063
C 0.040 -2.136 2.138
C 0.468 -3.437 2.806
C 1.926 -3.797 2.527
C -0.462 -4.629 2.547
C 0.338 -3.081 4.307
C 0.675 1.593 2.141
C 2.204 1.504 2.246
C 0.367 2.625 1.050
C 0.160 2.092 3.504
C -2.681 0.438 1.972
C -3.772 -0.335 1.213
C -3.014 0.362 3.477
C -2.772 1.896 1.528
H -2.165 -2.300 1.977
H 1.934 -0.990 2.173
H 2.134 -3.955 1.469
H 2.172 -4.720 3.053
H 2.608 -3.031 2.899
H -0.218 -5.184 1.644
H -1.514 -4.344 2.508
H -0.361 -5.339 3.367
H 0.948 -2.216 4.569
H 0.679 -3.929 4.901
H -0.697 -2.873 4.580
H 2.658 1.094 1.342
H 2.533 0.916 3.103
H 2.598 2.512 2.375
H 0.981 2.458 0.167
H 0.625 3.617 1.426
H -0.676 2.648 0.754
H 0.283 1.335 4.280
H -0.884 2.391 3.481
H 0.746 2.964 3.798
H -3.971 -1.318 1.636
H -3.533 -0.459 0.159
H -4.704 0.224 1.274
H -2.989 -0.667 3.837
H -4.022 0.745 3.639
H -2.329 0.953 4.081
H -2.566 2.017 0.463
H -2.117 2.559 2.084
H -3.792 2.237 1.700
F -0.144 -3.973 -6.247
C -0.558 -3.469 -5.081
C -0.476 -2.105 -4.874
C -0.892 -1.597 -3.654
C -1.380 -2.425 -2.642
C -1.793 -1.902 -1.299
C -1.477 -3.790 -2.910
C -1.066 -4.325 -4.122
H -0.102 -1.469 -5.663
H -0.835 -0.531 -3.500
H -2.342 -2.659 -0.736
H -2.449 -1.038 -1.389
H -1.899 -4.453 -2.163
H -1.150 -5.380 -4.337
Br 3.445 -3.153 -4.230
C 2.413 -3.544 -2.725
C 2.248 -4.845 -2.275
C 1.412 -5.062 -1.193
C 0.785 -3.988 -0.602
N 0.987 -2.722 -1.003
C 1.779 -2.508 -2.063
H 2.739 -5.666 -2.779
H 1.225 -6.060 -0.823
H 0.085 -4.121 0.204
H 1.869 -1.499 -2.426
C -1.604 1.672 -2.028
C -0.148 1.403 -1.910
N 0.451 0.420 -1.229
C 1.820 0.652 -1.320
C 2.033 1.739 -2.090
N 0.787 2.205 -2.436
C 0.591 3.421 -3.259
N 1.343 4.492 -2.725
N 2.608 4.714 -3.208
N 3.158 5.636 -2.535
C 2.275 6.061 -1.556
C 2.422 7.054 -0.584
C 1.359 7.255 0.264
C 0.174 6.495 0.150
C 0.018 5.515 -0.807
C 1.106 5.320 -1.660
H -2.168 0.990 -1.403
H -1.953 1.567 -3.056
H -1.826 2.688 -1.697
H 2.540 0.044 -0.803
H 2.933 2.246 -2.392
H -0.473 3.650 -3.296
H 0.960 3.216 -4.264
H 3.331 7.634 -0.515
H 1.422 8.017 1.028
H -0.641 6.703 0.830
H -0.906 4.960 -0.897

Entry 3:
Below is C40H50Cl2N6O10S2SiV as an isolated structure in a non-equilibrium geometry, with properties calculated with wB97M-V/def2-TZVPD.

- 2S+1: 2
- Net charge: 0
- HOMO energy (spin up / spin down): -8.34 / -8.43 eV
- LUMO (spin up / spin down): -0.982 / -0.605 eV
- Relative energy (zero: lowest compared OMol25 entry of this formula, charge and spin): 19.3 kcal per mole
- Orbital gap (spin up / spin down): 7.36 / 7.82 eV

Positions of all 112 atoms, in Å:
V -0.352 -0.011 -0.517
C 4.525 0.404 0.837
C 3.746 -0.596 1.685
C 4.298 -0.653 3.103
C 3.775 -1.966 1.031
O 2.349 -0.241 1.726
Si 1.590 1.065 2.344
S -0.302 1.214 1.403
O 1.384 0.932 3.962
C 0.557 0.122 4.808
C 1.245 0.111 6.160
C -0.826 0.753 4.916
C 0.457 -1.288 4.232
O 2.481 2.401 2.085
C 2.532 3.705 2.683
C 3.404 3.626 3.928
C 3.158 4.608 1.635
C 1.126 4.182 3.030
H 5.509 -0.005 0.599
H 4.651 1.357 1.350
H 3.987 0.596 -0.095
H 5.357 -0.922 3.082
H 3.763 -1.397 3.697
H 4.201 0.318 3.598
H 4.801 -2.334 0.965
H 3.358 -1.907 0.023
H 3.180 -2.678 1.609
H 1.340 1.129 6.542
H 2.244 -0.321 6.071
H 0.670 -0.479 6.878
H -0.751 1.752 5.353
H -1.468 0.142 5.556
H -1.286 0.839 3.931
H 1.445 -1.750 4.174
H 0.035 -1.252 3.223
H -0.187 -1.912 4.858
H 4.413 3.304 3.659
H 2.985 2.908 4.636
H 3.469 4.603 4.414
H 4.131 4.214 1.334
H 3.294 5.617 2.031
H 2.520 4.659 0.750
H 0.681 3.550 3.804
H 0.487 4.149 2.145
H 1.162 5.210 3.399
C -3.996 0.681 -7.499
C -3.134 1.147 -6.355
C -2.134 0.329 -5.830
C -1.339 0.753 -4.777
C -1.552 2.018 -4.240
C -2.539 2.853 -4.746
C -3.322 2.411 -5.802
S -0.553 2.547 -2.893
O 0.813 2.279 -3.226
O -0.965 3.877 -2.552
N -0.941 1.524 -1.684
C -2.261 1.441 -1.248
C -3.340 2.314 -1.402
C -4.543 1.929 -0.854
C -4.665 0.720 -0.164
C -3.546 -0.058 -0.011
N -2.376 0.307 -0.545
H -3.635 -0.262 -7.909
H -4.010 1.419 -8.303
H -5.029 0.534 -7.175
H -1.970 -0.653 -6.260
H -0.558 0.117 -4.374
H -2.669 3.842 -4.328
H -4.091 3.060 -6.205
H -3.209 3.262 -1.901
H -5.402 2.582 -0.951
H -5.607 0.404 0.262
H -3.545 -0.987 0.540
Cl 1.369 -3.562 -1.271
C 0.474 -3.782 0.190
C 0.555 -5.040 0.817
C -0.148 -5.282 1.951
Cl 0.012 -6.833 2.726
C -0.995 -4.292 2.511
C -1.750 -4.470 3.692
C -2.530 -3.455 4.148
C -2.577 -2.251 3.409
N -1.898 -2.044 2.313
C -1.092 -3.045 1.861
C -0.307 -2.799 0.708
O -0.319 -1.550 0.156
H 1.187 -5.805 0.387
H -1.692 -5.411 4.222
H -3.113 -3.558 5.054
H -3.208 -1.433 3.745
N -2.295 -3.727 -1.845
N -2.156 -2.364 -2.260
H -2.382 -4.357 -2.636
H -3.138 -3.801 -1.293
H -2.780 -2.142 -3.030
H -1.205 -2.223 -2.582
O 0.531 -0.841 -2.663
C 1.503 -0.184 -2.253
O 1.448 0.389 -1.088
C 2.776 -0.086 -3.002
C 3.108 -1.075 -3.918
C 4.312 -1.009 -4.607
C 5.178 0.051 -4.390
C 4.812 1.022 -3.477
C 3.632 0.983 -2.774
N 5.741 2.159 -3.243
O 5.521 2.872 -2.290
O 6.665 2.294 -4.018
H 2.416 -1.891 -4.081
H 4.577 -1.781 -5.318
H 6.121 0.136 -4.909
H 3.364 1.774 -2.088

Entry 4:
Below is C40H50ClN7O3Ti as an isolated structure, with properties calculated with wB97M-V/def2-TZVPD.

- 2S+1: 3
- Net charge: +2
- HOMO energy (spin up / spin down): -10.45 / -12.73 eV
- LUMO (spin up / spin down): -6.234 / -6.193 eV
- Relative energy (zero: lowest compared OMol25 entry of this formula, charge and spin): 0.3 kcal per mole
- Orbital gap (spin up / spin down): 4.22 / 6.53 eV

Positions of all 102 atoms, in Å:
Ti -0.012 0.233 0.320
C 3.612 6.412 -0.165
C 2.646 5.261 -0.138
C 1.292 5.467 -0.315
C 0.304 4.435 -0.362
C -0.992 4.868 -0.697
N -2.195 4.250 -0.904
C -2.735 3.056 -0.292
C -2.841 3.179 1.230
C -3.292 1.899 1.921
N -4.556 1.411 1.347
C -4.892 0.303 0.764
C -4.197 -0.890 0.384
C -5.065 -1.974 0.121
C -4.630 -3.241 -0.216
C -5.585 -4.376 -0.444
C -3.254 -3.414 -0.324
C -2.344 -2.377 -0.120
C -0.942 -2.687 -0.265
N 0.085 -1.925 -0.095
C 1.374 -2.659 -0.214
C 2.554 -1.830 -0.674
C 2.962 -0.745 0.308
N 2.106 0.440 0.191
C 2.725 1.574 0.147
C 2.175 2.894 0.027
C 3.097 3.956 0.013
C 0.800 3.119 -0.120
O -0.019 2.061 -0.055
C -2.794 -1.079 0.217
O -1.941 -0.113 0.314
H 3.145 7.332 0.183
H 3.975 6.586 -1.179
H 4.479 6.206 0.462
H 0.945 6.484 -0.458
H -1.046 5.917 -0.958
H -2.896 4.897 -1.222
H -2.150 2.184 -0.565
H -3.728 2.919 -0.723
H -3.515 4.002 1.487
H -1.865 3.452 1.640
H -3.501 2.083 2.977
H -2.565 1.103 1.838
H -5.324 2.063 1.468
H -5.955 0.258 0.547
H -6.133 -1.806 0.206
H -6.577 -4.009 -0.702
H -5.680 -4.993 0.451
H -5.244 -5.017 -1.255
H -2.869 -4.392 -0.593
H -0.758 -3.730 -0.531
H 1.232 -3.497 -0.898
H 1.597 -3.072 0.774
H 2.379 -1.399 -1.663
H 3.390 -2.524 -0.785
H 4.002 -0.459 0.139
H 2.893 -1.127 1.334
H 3.815 1.554 0.202
H 4.153 3.745 0.132
C 4.175 1.722 7.443
C 3.010 1.126 6.636
C 2.156 0.289 7.593
C 3.636 0.197 5.588
C 2.159 2.286 6.021
O 1.802 3.205 7.060
C 2.865 3.121 4.932
C 3.128 2.522 3.533
C 4.527 2.722 3.010
C 5.269 1.652 2.524
C 6.523 1.841 1.958
C 7.044 3.122 1.887
Cl 8.599 3.376 1.172
C 6.335 4.205 2.391
C 5.084 3.997 2.946
C 0.719 1.907 5.606
N 0.524 1.030 4.452
C 0.325 1.367 3.186
N 0.175 0.267 2.451
C 0.286 -0.741 3.368
N 0.484 -0.311 4.582
H 4.813 0.909 7.792
H 3.841 2.249 8.338
H 4.806 2.385 6.849
H 2.802 -0.380 8.162
H 1.435 -0.333 7.061
H 1.623 0.920 8.306
H 4.118 -0.633 6.107
H 4.408 0.703 5.006
H 2.901 -0.239 4.910
H 2.606 3.561 7.457
H 3.813 3.460 5.355
H 2.260 4.024 4.831
H 2.459 3.004 2.813
H 2.902 1.457 3.498
H 4.867 0.646 2.598
H 7.101 1.005 1.589
H 6.766 5.195 2.345
H 4.528 4.848 3.325
H 0.201 2.839 5.379
H 0.207 1.432 6.437
H 0.302 2.381 2.820
H 0.202 -1.787 3.121